The following is a quantum chemistry calculation of C61H138F3FeN8O15 as an isolated structure, from OMol25.

Geometry as XYZ:
```
226
Properties=species:S:1:pos:R:3:lowdin_charge:R:1
Fe -0.81282 3.34973 3.18928 0.74
C 0.87948 1.37645 1.10522 -0.36
O -0.27513 1.58009 0.25493 -0.09
O 0.61553 2.13052 2.24984 -0.25
C 1.19150 -0.16858 1.28939 -0.56
F 2.22328 -0.33309 2.14769 0.11
F 0.16730 -0.84288 1.78519 0.14
F 1.69510 -0.74844 0.18312 0.12
C -0.27926 0.97439 -1.07089 -0.26
C -1.55942 1.32807 -1.66782 -0.07
H -1.51354 0.82397 -2.63316 0.06
H -2.43196 0.96474 -1.12490 0.07
H -1.69180 2.40738 -1.74311 0.09
H -0.28799 -0.11441 -1.02047 0.10
H 0.58107 1.30257 -1.65418 0.10
H 1.80953 1.59849 0.58195 0.13
C -1.08845 1.26358 -5.47536 -0.03
C 0.20762 0.38618 -5.63987 -0.45
C -0.09449 -0.60396 -6.85002 -0.12
C 0.12141 0.05011 -8.19258 -0.21
C 1.46731 0.70791 -8.42221 -0.13
C 1.83429 1.65131 -7.22124 -0.46
N 1.47146 1.10930 -5.89149 -0.09
O 1.87961 1.88229 -4.82029 -0.04
C 3.36627 1.91376 -7.22637 -0.03
C 1.11180 2.96568 -7.53529 -0.04
C 0.34274 -0.52315 -4.43237 -0.05
H -1.86573 0.80601 -4.86333 0.06
H -1.70209 1.50770 -6.34252 0.07
H -0.75310 2.15755 -4.94957 0.08
H 0.57147 -1.45027 -6.68165 0.11
H -1.14488 -0.89501 -6.84192 0.12
H -0.61952 0.82145 -8.40275 0.11
H -0.00862 -0.75218 -8.91888 0.11
H 1.34640 1.20327 -9.38559 0.12
H 2.15108 -0.14063 -8.44537 0.12
H 3.99859 1.02593 -7.23283 0.07
H 3.54948 2.38545 -8.19179 0.08
H 3.74303 2.52465 -6.40603 0.07
H 0.03901 2.89799 -7.35459 0.07
H 1.45643 3.83493 -6.97517 0.08
H 1.21643 3.20593 -8.59332 0.08
H -0.53260 -1.09227 -4.11936 0.09
H 0.55039 -0.05756 -3.46894 0.06
H 1.12850 -1.26740 -4.56188 0.08
H 2.65211 1.41093 -4.49987 0.07
C -5.07978 -0.39227 0.70801 -0.01
C -6.59896 0.05555 0.59435 -0.39
C -6.69385 1.60420 0.34504 -0.14
C -6.38298 1.96858 -1.09548 -0.18
C -7.18689 1.13576 -2.09349 -0.13
C -6.92675 -0.40371 -1.95373 -0.49
N -7.24766 -0.73573 -0.57047 -0.10
O -7.32410 -2.14538 -0.30806 -0.04
C -8.09135 -0.99756 -2.89861 -0.03
C -5.56770 -0.81489 -2.51704 -0.02
C -7.48789 -0.26821 1.86906 -0.03
H -4.97389 -1.34763 0.19405 0.06
H -4.80908 -0.57636 1.74770 0.08
H -4.44130 0.30813 0.16959 0.05
H -7.72501 1.86626 0.58196 0.11
H -6.07843 2.13435 1.07189 0.10
H -5.31861 1.77723 -1.23188 0.10
H -6.64199 3.01629 -1.24816 0.11
H -6.83676 1.38705 -3.09468 0.11
H -8.25971 1.23697 -1.92944 0.12
H -9.13358 -0.73456 -2.71779 0.08
H -7.83528 -0.66512 -3.90460 0.08
H -8.06007 -2.07830 -2.76033 0.07
H -5.38463 -0.19383 -3.39390 0.09
H -4.75427 -0.76336 -1.79331 0.06
H -5.53518 -1.89146 -2.68446 0.07
H -8.51909 0.01267 1.65494 0.08
H -7.16685 0.28631 2.75084 0.07
H -7.46879 -1.33540 2.09005 0.07
H -8.26889 -2.30571 -0.25098 0.10
C 5.57371 5.16621 5.04958 -0.02
C 6.47845 4.17211 4.27296 -0.49
C 6.24917 2.81810 4.87938 -0.18
C 4.92840 2.22462 4.64072 -0.22
C 4.52931 2.17777 3.19939 -0.13
C 4.82475 3.49692 2.37191 -0.43
N 6.07557 4.16370 2.87433 -0.09
O 6.38937 5.37963 2.14862 0.00
C 5.11681 3.02364 0.92313 -0.03
C 3.60200 4.44060 2.43369 -0.01
C 8.03378 4.40900 4.39406 -0.02
H 5.73695 5.13862 6.12693 0.08
H 4.49749 4.99507 5.07336 0.05
H 5.77420 6.20048 4.76996 0.08
H 6.93618 2.27525 4.23020 0.12
H 6.67376 2.53641 5.84296 0.13
H 4.07448 2.64387 5.17283 0.10
H 4.94406 1.17983 4.95101 0.12
H 3.48339 1.88445 3.28949 0.10
H 4.91155 1.24011 2.79594 0.11
H 4.26629 2.44315 0.56574 0.06
H 5.19990 3.94972 0.35430 0.08
H 5.99075 2.37229 0.93154 0.08
H 3.28815 4.64216 3.45789 0.05
H 3.82956 5.37166 1.91461 0.08
H 2.71300 3.98951 1.99289 0.07
H 8.60169 3.64361 3.86514 0.08
H 8.49347 4.35123 5.38070 0.08
H 8.44098 5.31656 3.94837 0.07
H 5.72338 6.00737 2.43844 0.07
C -1.08303 -3.15672 -0.31023 -0.10
O -2.51135 -3.20544 -0.33739 -0.18
C -2.93991 -3.99899 -1.42983 -0.22
C -4.46974 -4.26385 -1.48129 -0.20
N -4.81717 -5.29900 -0.49013 -0.06
C -6.26190 -5.42642 -0.36961 -0.19
C -6.61453 -6.57234 0.59269 -0.21
O -6.09048 -6.42578 1.91244 -0.18
C -5.02232 -7.29616 2.15752 -0.14
H -0.78297 -2.81246 0.67949 0.07
H -0.66719 -2.49383 -1.06902 0.08
H -0.56203 -4.10470 -0.44437 0.09
H -2.50955 -5.00043 -1.43158 0.12
H -2.70504 -3.40914 -2.31584 0.12
H -4.82065 -4.47532 -2.49136 0.12
H -4.90535 -3.31489 -1.16855 0.08
H -4.40673 -4.88050 0.33236 0.11
H -6.63931 -5.56834 -1.38229 0.12
H -6.62422 -4.48795 0.05002 0.10
H -6.20923 -7.48439 0.15454 0.11
H -7.66857 -6.84427 0.64893 0.12
H -4.49930 -7.19277 3.10824 0.09
H -4.26207 -7.22134 1.38001 0.07
H -5.30706 -8.32016 1.91577 0.08
C -2.96609 3.28240 0.92448 -0.07
O -2.25701 2.64403 1.98574 -0.37
C -3.02595 1.60175 2.60657 -0.18
C -2.23598 0.99396 3.76052 -0.17
N -1.61447 1.99339 4.63094 -0.08
C -0.38705 1.47086 5.36453 -0.17
C 0.44487 2.57573 5.83004 -0.24
O 0.44471 3.57529 4.82992 -0.33
C 1.10321 4.74742 5.38809 -0.08
H -2.25084 4.03818 0.59995 0.08
H -3.83039 3.77124 1.37406 0.09
H -3.19768 2.71290 0.02441 0.07
H -3.18220 0.82972 1.85314 0.09
H -4.05110 1.84757 2.88357 0.12
H -1.46161 0.37412 3.30859 0.11
H -2.90401 0.35645 4.33967 0.13
H -2.25648 2.27751 5.35703 0.13
H 0.24836 0.81279 4.77183 0.12
H -0.67649 0.85508 6.21609 0.13
H 1.44245 2.18981 6.03980 0.14
H -0.02500 2.93676 6.74490 0.13
H 2.02961 4.54586 5.92593 0.08
H 0.51574 5.20423 6.18451 0.09
H 1.26188 5.55656 4.67520 0.08
C 2.22849 -4.07121 2.60077 -0.12
O 1.92765 -4.11951 3.95497 -0.18
C 1.20454 -3.00284 4.44090 -0.23
C 0.48432 -3.36532 5.72419 -0.21
N -0.50259 -4.41430 5.57342 -0.03
C -1.73666 -3.94578 4.92055 -0.19
C -2.68661 -3.28546 5.91216 -0.26
O -3.00836 -4.20365 6.92744 -0.20
C -4.03988 -3.74683 7.86711 -0.07
H 1.35783 -3.96011 1.95446 0.08
H 2.64371 -5.05252 2.37116 0.09
H 2.95029 -3.29093 2.35939 0.09
H 0.46339 -2.75839 3.67995 0.10
H 1.83064 -2.15498 4.71882 0.12
H -0.00529 -2.43035 5.99664 0.11
H 1.27926 -3.63177 6.42073 0.12
H -0.08621 -4.95456 4.82854 0.09
H -2.32977 -4.82232 4.65979 0.12
H -1.65734 -3.25630 4.08006 0.11
H -3.64443 -3.25395 5.39284 0.12
H -2.43740 -2.31162 6.33362 0.11
H -4.12673 -4.47555 8.67304 0.08
H -5.02586 -3.66493 7.40970 0.08
H -3.75964 -2.77791 8.28034 0.08
C -0.25037 6.83157 -1.88244 -0.09
O -0.34716 6.15941 -3.16021 -0.18
C 0.83880 5.49080 -3.58896 -0.23
C 1.47985 4.58168 -2.59086 -0.22
N 2.72203 3.96990 -3.13112 -0.03
C 3.23854 2.89759 -2.26402 -0.19
C 4.61261 2.34816 -2.72112 -0.18
O 4.39588 1.58022 -3.89805 -0.24
C 5.57104 0.91136 -4.42498 -0.06
H -0.18140 6.09785 -1.07932 0.07
H -1.06581 7.53749 -1.72486 0.08
H 0.63908 7.46163 -1.88465 0.09
H 1.63936 6.17948 -3.85902 0.12
H 0.56077 4.88316 -4.45010 0.12
H 0.78396 3.80209 -2.28089 0.11
H 1.65521 5.14686 -1.67548 0.11
H 2.44495 3.60906 -4.03286 0.07
H 2.57182 2.03786 -2.19740 0.10
H 3.27106 3.33312 -1.26534 0.10
H 4.99273 1.72388 -1.91249 0.11
H 5.25647 3.16476 -3.04778 0.13
H 5.93516 0.09619 -3.79967 0.07
H 6.40157 1.61706 -4.44203 0.09
H 5.35643 0.44990 -5.38888 0.08
C 6.37503 -1.08582 -0.18304 -0.05
O 5.88369 -1.76470 -1.40914 -0.19
C 4.47427 -1.80857 -1.48606 -0.28
C 4.06520 -2.50323 -2.74545 -0.17
N 4.28876 -3.99140 -2.57281 -0.04
C 3.39151 -4.72399 -1.61073 -0.18
C 3.14196 -6.17600 -1.99226 -0.25
O 2.12164 -6.70138 -1.18479 -0.19
C 2.31614 -8.08492 -0.83607 -0.10
H 5.81147 -1.38487 0.70074 0.08
H 6.31322 0.00224 -0.16304 0.06
H 7.41068 -1.41182 -0.08676 0.09
H 4.03796 -0.81149 -1.42648 0.11
H 4.06463 -2.27570 -0.59047 0.11
H 4.78001 -2.13287 -3.48028 0.11
H 3.07889 -2.14388 -3.03898 0.11
H 5.27644 -3.96373 -2.36347 0.09
H 2.46267 -4.17282 -1.75762 0.11
H 3.64134 -4.67575 -0.55084 0.11
H 4.05543 -6.73641 -1.79325 0.11
H 2.95872 -6.23300 -3.06523 0.12
H 1.63194 -8.44590 -0.06818 0.08
H 3.27795 -8.27615 -0.36018 0.08
H 2.21873 -8.74830 -1.69545 0.09
```

Computed properties:
Charge: 0
Multiplicity: 6
E_HOMO (alpha / beta) in eV: -4.3165 / -7.9903
DFT total energy in eV: -150651.4180
LUMO (alpha / beta) in Eh: 0.0055 / 0.0037